# 1
104
Properties=species:S:1:pos:R:3:mulliken_charge:R:1 method="wB97M-V/def2-TZVPD" homo_lumo_gap_ev=8.739 e_lumo_ha=-0.0154 relative_energy_kcal_mol=608.2
C 0.359 -1.471 -0.220 1.222
C 0.189 0.052 -0.616 1.796
C -1.231 0.303 -0.900 -0.537
O -1.525 1.529 -0.232 0.035
C -0.498 1.796 0.644 0.106
O -0.498 2.802 1.352 -0.376
O 0.600 1.017 0.350 -0.712
H 0.240 -1.655 0.847 -0.217
H 1.361 -1.900 -0.224 -1.549
H -0.373 -2.063 -0.770 -1.294
H 0.726 0.420 -1.490 0.052
H -1.880 -0.542 -0.669 -0.484
H -1.464 0.497 -1.947 0.435
C 2.009 -0.996 -1.698 -0.059
C 3.174 -1.122 -2.701 0.045
C 4.489 -0.734 -2.207 -0.432
O 5.238 -1.918 -2.525 -0.384
C 4.486 -2.832 -3.177 0.606
O 4.875 -3.964 -3.670 -0.667
O 3.291 -2.425 -3.176 -0.488
H 2.287 -1.067 -0.646 1.497
H 1.220 -1.726 -1.877 -0.141
H 1.493 -0.036 -1.707 -0.862
H 2.793 -0.389 -3.413 0.530
H 4.539 -0.381 -1.177 0.277
H 4.804 0.150 -2.762 0.386
C -0.614 -2.760 4.739 -1.849
C -0.198 -3.060 3.325 0.897
C 0.296 -1.807 2.573 0.874
O 1.478 -2.070 1.901 -0.297
C 1.775 -3.371 2.244 0.631
O 2.714 -4.066 1.769 -0.626
O 0.990 -3.799 3.241 -0.402
H -0.718 -3.644 5.369 0.395
H -1.549 -2.206 4.653 0.401
H -0.041 -2.144 5.432 0.385
H -0.970 -3.743 2.970 0.112
H 0.345 -0.821 3.034 0.336
H -0.465 -1.635 1.811 -0.771
C -0.591 2.690 3.826 -1.497
C -1.634 3.322 2.982 1.168
C -2.731 4.032 3.715 -0.501
O -2.774 5.288 3.167 -0.362
C -1.659 5.514 2.392 0.525
O -1.385 6.610 1.862 -0.599
O -1.088 4.322 2.184 -0.041
H 0.105 1.973 3.391 0.040
H -1.045 2.168 4.668 0.458
H 0.033 3.500 4.206 0.339
H -2.143 2.534 2.425 -0.311
H -2.475 3.841 4.757 0.314
H -3.725 3.646 3.488 0.329
C 0.194 -6.202 -1.271 -1.644
C 1.217 -5.054 -1.574 0.407
C 0.568 -3.620 -1.208 0.290
O 1.598 -2.942 -0.547 -0.190
C 2.715 -3.755 -0.431 0.423
O 3.809 -3.453 0.049 -0.529
O 2.366 -5.058 -0.718 -0.372
H -0.183 -6.485 -0.288 0.439
H 0.553 -7.169 -1.624 0.444
H -0.733 -6.223 -1.844 0.422
H 1.575 -5.151 -2.599 0.384
H -0.230 -3.648 -0.466 -0.413
H 0.228 -2.995 -2.034 0.101
C -2.048 -2.871 -2.330 -1.211
C -2.993 -2.885 -1.118 0.528
C -2.525 -3.807 0.056 -0.967
O -2.520 -3.158 1.251 -0.279
C -2.408 -1.830 0.926 0.484
O -2.271 -0.891 1.689 -0.370
O -3.023 -1.678 -0.348 -0.423
H -2.568 -2.448 -3.189 0.539
H -1.650 -3.857 -2.569 0.309
H -1.156 -2.269 -2.160 0.414
H -4.005 -3.139 -1.433 0.538
H -1.574 -4.310 -0.120 0.578
H -3.218 -4.647 0.116 0.539
C -0.869 4.783 -0.937 -1.385
C -2.335 4.479 -1.203 0.028
C -2.832 3.066 -1.557 0.503
O -3.782 2.756 -0.596 -0.365
C -4.036 3.841 0.190 0.716
O -5.117 4.070 0.790 -0.671
O -3.030 4.677 -0.022 -0.368
H -0.700 4.096 -0.108 0.257
H -0.645 5.754 -0.496 0.778
H -0.232 4.511 -1.779 0.276
H -2.722 5.277 -1.836 0.442
H -2.113 2.249 -1.498 -0.519
H -3.214 3.031 -2.577 0.487
C 2.489 2.140 -1.171 -1.323
C 2.616 3.652 -1.199 0.476
C 1.686 4.417 -2.224 -0.646
O 1.212 5.537 -1.478 -0.431
C 1.588 5.448 -0.183 0.680
O 1.533 6.380 0.575 -0.561
O 2.256 4.284 0.075 -0.396
H 1.728 1.669 -0.549 0.869
H 3.366 1.789 -0.627 0.347
H 2.284 1.609 -2.101 0.405
H 3.625 3.999 -1.420 0.564
H 0.944 3.687 -2.548 0.148
H 1.945 4.685 -3.248 0.520

=====

# 2
54
Properties=species:S:1:pos:R:3:mulliken_spin:R:1 method="wB97M-V/def2-TZVPD" homo_lumo_gap_ev="7.380 / 7.999" e_lumo_ha="-0.0069 / -0.0131" multiplicity=2
Ti 0.627 -0.030 -0.102 0.930
O -2.164 -3.372 -0.960 0.000
C -2.629 -3.413 0.304 -0.002
C -3.731 -4.242 0.520 0.001
C -4.279 -4.354 1.778 -0.002
C -3.746 -3.645 2.856 0.001
C -2.658 -2.829 2.644 -0.001
C -2.078 -2.695 1.377 -0.003
C -0.913 -1.801 1.212 -0.005
O -0.411 -1.683 -0.026 -0.002
N -0.411 -1.193 2.242 0.012
N 0.691 -0.399 1.836 -0.045
C 1.585 -0.094 2.690 0.054
C 2.809 0.609 2.299 0.013
C 3.659 1.054 3.317 0.020
C 4.838 1.708 3.032 -0.010
C 5.191 1.911 1.697 0.015
C 4.378 1.470 0.672 -0.013
C 3.184 0.817 0.963 0.013
O 2.413 0.379 -0.057 0.021
H -1.402 -2.765 -0.967 0.001
H -4.135 -4.785 -0.325 0.000
H -5.135 -5.001 1.926 0.000
H -4.181 -3.731 3.842 0.000
H -2.227 -2.265 3.460 0.000
H 1.436 -0.395 3.724 -0.001
H 3.370 0.882 4.348 0.000
H 5.481 2.054 3.830 0.000
H 6.116 2.421 1.457 0.001
H 4.644 1.619 -0.366 0.000
F -2.344 0.554 -1.108 0.000
C -1.839 1.691 -0.563 0.029
C -0.573 1.725 -0.025 -0.012
C -0.207 2.949 0.482 -0.011
F 1.007 3.136 1.052 0.000
C -1.013 4.074 0.455 -0.020
F -0.597 5.237 0.962 0.000
C -2.270 3.985 -0.106 0.021
F -3.066 5.052 -0.147 0.001
C -2.694 2.778 -0.624 -0.009
F -3.907 2.680 -1.171 0.000
C 0.544 -0.733 -4.506 0.000
C 0.508 0.793 -4.441 0.001
C 1.046 1.065 -3.055 0.010
O 0.536 -0.038 -2.254 -0.008
C 0.104 -1.135 -3.111 0.001
H 1.560 -1.081 -4.704 0.000
H -0.114 -1.148 -5.268 0.000
H -0.519 1.155 -4.525 0.000
H 1.108 1.274 -5.211 0.000
H 0.692 1.983 -2.593 0.002
H 2.134 1.030 -3.006 -0.002
H -0.979 -1.209 -3.015 -0.001
H 0.563 -2.049 -2.741 0.000

=====

# 3
16
Properties=species:S:1:pos:R:3:mulliken_charge:R:1 method="wB97M-V/def2-TZVPD" smiles=Cc1ccc(C)[nH]1 homo_lumo_gap_ev=8.690 e_lumo_ha=0.0381 relative_energy_kcal_mol=1.0
C 1.421 -0.973 1.885 -1.133
C 0.353 -0.429 0.989 0.342
C -1.010 -0.349 1.142 -0.507
C -1.549 0.241 -0.038 -0.593
C -0.502 0.499 -0.890 0.334
C -0.474 0.996 -2.303 -1.105
N 0.645 0.097 -0.247 -0.088
H 1.942 -0.192 2.453 0.249
H 0.981 -1.671 2.603 0.304
H 2.173 -1.527 1.310 0.322
H -1.565 -0.688 2.008 0.401
H -2.595 0.428 -0.252 0.406
H 0.547 1.228 -2.623 0.309
H -0.870 0.241 -2.993 0.249
H -1.074 1.903 -2.421 0.299
H 1.576 0.195 -0.622 0.212

=====

# 4
85
Properties=species:S:1:pos:R:3:mulliken_charge:R:1 method="wB97M-V/def2-TZVPD" homo_lumo_gap_ev="5.685 / 5.683" e_lumo_ha="-0.0204 / -0.0204"
Nb 0.100 0.080 -0.081 -0.796
N 0.572 1.608 1.129 1.345
N 1.134 -1.573 0.460 1.095
N -1.383 0.852 -1.511 0.442
N -0.678 -1.251 -1.739 0.340
H 2.320 0.612 1.847 0.285
C 1.829 1.598 1.894 -1.683
H 1.608 1.836 2.949 0.484
H 2.532 2.359 1.509 0.335
H 0.480 3.697 0.802 0.285
C -0.118 2.887 1.257 -1.220
H -0.268 3.115 2.325 0.393
H -1.101 2.856 0.767 -0.058
C 2.352 -2.017 -0.212 -1.247
H 2.243 -3.076 -0.506 0.328
H 2.576 -1.432 -1.110 0.119
H 3.202 -1.910 0.489 0.243
H 0.854 -3.399 1.466 0.416
C 0.974 -2.325 1.698 -1.581
H 1.875 -2.199 2.329 0.403
H 0.103 -1.997 2.284 -0.095
C -1.902 2.148 -1.960 0.468
H -1.119 2.885 -1.714 0.132
C -3.162 2.473 -1.182 -0.986
H -3.014 2.420 -0.100 -0.137
H -3.501 3.484 -1.436 0.401
H -3.961 1.768 -1.444 0.364
C -2.153 2.174 -3.458 -1.867
H -2.508 3.176 -3.722 0.458
H -1.240 1.976 -4.028 0.362
H -2.927 1.456 -3.749 0.405
H -0.477 -3.540 -4.249 0.440
C -0.774 -2.569 -3.832 -1.684
H -1.868 -2.492 -3.873 0.361
H -0.320 -1.778 -4.442 0.313
C -0.281 -2.498 -2.395 0.821
H 0.822 -2.510 -2.400 -0.138
C -0.773 -3.644 -1.536 -1.307
H -0.391 -3.567 -0.513 0.071
H -1.868 -3.639 -1.495 0.390
H -0.450 -4.596 -1.966 0.425
H -1.575 -0.182 -3.365 0.308
C -1.273 -0.224 -2.305 -0.088
C 1.666 0.898 -1.299 -0.803
H 1.253 1.924 -1.251 0.458
H 2.539 0.771 -0.639 0.715
C 1.803 0.331 -2.655 -0.349
H 2.432 -0.565 -2.773 0.466
C 1.241 0.945 -3.728 -1.120
H 0.888 1.977 -3.638 0.394
H 1.331 0.517 -4.729 0.280
C -4.084 3.786 3.658 -0.635
C -2.903 3.384 4.279 -0.656
C -2.233 2.241 3.831 -0.390
C -2.736 1.466 2.764 1.091
C -3.934 1.886 2.158 -0.387
C -4.591 3.045 2.584 -0.638
Si -1.802 -0.108 2.263 1.168
C -1.132 -0.502 4.006 -0.218
C 0.210 -0.356 4.373 0.220
C 0.616 -0.590 5.692 -0.942
C -0.328 -0.899 6.674 -0.604
C -1.678 -0.990 6.332 -0.741
C -2.080 -0.809 5.005 -0.123
C -2.959 -1.603 2.059 0.672
C -2.575 -2.838 2.615 0.097
C -3.454 -3.927 2.622 -0.832
C -4.728 -3.789 2.065 -0.578
C -5.105 -2.585 1.463 -0.689
C -4.208 -1.511 1.427 -0.336
H -4.604 4.683 4.005 0.347
H -2.497 3.947 5.126 0.395
H -1.326 1.947 4.357 0.518
H -4.379 1.309 1.346 -0.047
H -5.509 3.365 2.092 0.422
H 0.951 -0.033 3.638 0.337
H 1.668 -0.515 5.958 0.415
H -0.015 -1.051 7.710 0.350
H -2.429 -1.207 7.098 0.405
H -3.140 -0.894 4.762 0.376
H -1.600 -2.960 3.085 0.309
H -3.138 -4.866 3.077 0.407
H -5.420 -4.630 2.088 0.373
H -6.094 -2.479 1.022 0.393
H -4.505 -0.598 0.912 0.136